C2H3Cl2P | ωB97M-V/def2-TZVPD

Computed properties:
frontier orbital gap: 9.76 eV
SMILES string: [H]/P=C/C(Cl)Cl

Positions of all 8 atoms, in Å:
1 H 2.1245 -0.0134 -0.4185
2 P 1.1623 0.1483 0.6216
3 C -0.2809 0.2909 -0.1700
4 C -1.8537 0.2758 0.5331
5 Cl -2.6887 1.6690 -0.2369
6 Cl -2.4239 -1.3241 0.2131
7 H -0.4464 0.5757 -1.2436
8 H -2.0121 0.5315 1.5319

C4H13NO2 | ωB97M-V/def2-TZVPD

Computed properties:
frontier orbital gap: 10.04 eV
SMILES string: C[C@@H](O)CCN.O

Positions of all 20 atoms, in Å:
1 C 0.4275 1.2359 -1.6397
2 C -0.4335 0.0657 -0.9395
3 O -0.3642 -1.1351 -1.7576
4 C 0.2623 -0.2323 0.3851
5 C -0.4540 -1.3254 1.1058
6 N -1.8910 -1.1859 0.8612
7 H 1.5221 1.0360 -1.7511
8 H -0.0479 1.4673 -2.6170
9 H 0.2825 2.1601 -1.0352
10 H -1.4270 0.5227 -0.7323
11 H -1.1874 -1.4146 -2.1160
12 H 0.3383 0.5797 1.0792
13 H 1.3139 -0.4779 0.3376
14 H -0.2674 -1.0694 2.1961
15 H -0.0743 -2.3580 0.9683
16 H -2.2525 -1.8836 0.2392
17 H -2.4555 -1.1488 1.7077
18 O 2.2018 2.0896 1.7217
19 H 2.6128 2.7815 1.2341
20 H 1.3648 2.0075 1.2777

> Among the records above, which one has the highest frontier orbital gap?

C4H13NO2

> Which formula does entry 2 have?

C4H13NO2